Formula: C100H142N8O9
Source: the Open Molecules 2025 dataset
Level of theory: wB97M-V/def2-TZVPD

Its structure (SMILES) is O=C1c2ccccc2C(=O)c2ccccc21.O=C1c2ccccc2C(=O)c2ccccc21.O=C1c2ccccc2C(=O)c2ccccc21.O=C1c2ccccc2C(=O)c2ccccc21.CCN(CC)CC.CCN(CC)CC.CCN(CC)CC.CCN(CC)CC.CCN(CC)CC.CCN(CC)CC.CCN(CC)CC.CC(N)=O. The total energy comes out at -5010.650297 Ha. The energy above the lowest of the compared OMol25 structures with the same formula, charge and spin is 0.00 kJ/mol. The value obtained for the orbital gap is 6.7 eV. As for the spin multiplicity: 1. The charge is 0. Its maximum force is 0.0544 hartree/bohr.

Element x y z (Å)
1 O -20.13 25.26 9.67
2 C -21.23 25.74 9.82
3 C -22.00 26.34 8.70
4 C -21.55 26.35 7.39
5 C -22.25 27.06 6.42
6 C -23.54 27.57 6.66
7 C -24.01 27.53 7.95
8 C -23.23 26.95 8.97
9 C -23.91 26.96 10.34
10 O -24.99 27.46 10.52
11 C -23.16 26.20 11.37
12 C -23.75 26.12 12.63
13 C -23.16 25.33 13.63
14 C -21.86 24.82 13.41
15 C -21.25 25.02 12.22
16 C -21.86 25.68 11.16
17 H -20.66 25.87 7.00
18 H -21.86 27.07 5.42
19 H -24.16 28.02 5.89
20 H -24.93 28.07 8.15
21 H -24.63 26.71 12.86
22 H -23.57 25.31 14.63
23 H -21.55 24.25 14.28
24 H -20.27 24.61 11.97
25 O -10.57 35.42 6.53
26 C -11.29 36.39 6.52
27 C -12.19 36.71 7.69
28 C -12.50 35.74 8.63
29 C -13.40 35.92 9.64
30 C -14.04 37.18 9.73
31 C -13.72 38.19 8.83
32 C -12.84 37.95 7.77
33 C -12.75 38.95 6.72
34 O -13.41 39.98 6.77
35 C -11.88 38.69 5.53
36 C -11.81 39.65 4.52
37 C -11.05 39.33 3.38
38 C -10.44 38.07 3.28
39 C -10.43 37.19 4.35
40 C -11.18 37.46 5.49
41 H -12.21 34.70 8.52
42 H -13.62 35.08 10.30
43 H -14.80 37.32 10.48
44 H -14.31 39.10 8.85
45 H -12.27 40.62 4.59
46 H -10.99 39.99 2.53
47 H -9.89 37.92 2.37
48 H -9.83 36.30 4.26
49 O -24.54 34.25 12.30
50 C -23.68 34.10 11.48
51 C -23.17 32.70 11.16
52 C -23.75 31.57 11.75
53 C -23.34 30.30 11.39
54 C -22.24 30.09 10.55
55 C -21.64 31.24 10.03
56 C -22.06 32.53 10.36
57 C -21.32 33.68 9.79
58 O -20.35 33.50 9.08
59 C -22.00 34.99 9.85
60 C -21.68 35.95 8.85
61 C -22.26 37.18 8.97
62 C -23.24 37.51 9.89
63 C -23.75 36.47 10.71
64 C -23.09 35.23 10.69
65 H -24.66 31.60 12.33
66 H -23.96 29.48 11.73
67 H -21.92 29.14 10.14
68 H -20.80 31.18 9.35
69 H -20.88 35.62 8.20
70 H -22.06 38.00 8.28
71 H -23.72 38.48 9.88
72 H -24.50 36.75 11.44
73 O -18.42 30.69 9.15
74 C -17.40 30.42 9.73
75 C -16.57 31.50 10.38
76 C -17.09 32.80 10.48
77 C -16.42 33.77 11.19
78 C -15.13 33.58 11.67
79 C -14.55 32.33 11.52
80 C -15.27 31.34 10.84
81 C -14.63 29.96 10.87
82 O -13.51 29.72 11.25
83 C -15.52 28.80 10.39
84 C -15.01 27.51 10.52
85 C -15.81 26.44 10.07
86 C -17.05 26.72 9.53
87 C -17.59 27.98 9.60
88 C -16.76 29.08 9.83
89 H -18.12 33.01 10.19
90 H -16.98 34.70 11.23
91 H -14.73 34.44 12.20
92 H -13.63 32.23 12.09
93 H -14.05 27.31 10.97
94 H -15.58 25.38 10.14
95 H -17.62 25.90 9.11
96 H -18.63 28.16 9.36
97 C -17.19 34.79 16.43
98 C -16.20 35.84 16.84
99 N -15.64 36.62 15.73
100 C -15.17 35.89 14.59
101 C -13.91 35.05 14.83
102 C -14.81 37.76 16.13
103 C -15.58 38.75 16.99
104 H -18.07 35.36 16.14
105 H -17.36 34.17 17.31
106 H -16.79 34.17 15.63
107 H -16.71 36.46 17.58
108 H -15.30 35.41 17.30
109 H -15.93 35.20 14.21
110 H -15.12 36.49 13.68
111 H -14.17 34.14 15.38
112 H -13.29 34.75 13.98
113 H -13.16 35.58 15.42
114 H -14.36 38.20 15.24
115 H -14.02 37.44 16.82
116 H -16.27 39.38 16.43
117 H -14.89 39.57 17.23
118 H -15.96 38.40 17.95
119 C -17.81 35.97 8.34
120 C -18.33 37.39 8.20
121 N -18.62 37.70 6.77
122 C -17.43 37.70 5.93
123 C -16.17 38.46 6.34
124 C -19.46 38.92 6.74
125 C -20.28 38.94 5.47
126 H -18.38 35.36 7.63
127 H -18.04 35.57 9.33
128 H -16.78 35.74 8.06
129 H -19.29 37.44 8.69
130 H -17.69 38.18 8.61
131 H -17.06 36.67 5.86
132 H -17.73 37.91 4.90
133 H -16.39 39.52 6.20
134 H -15.77 38.18 7.31
135 H -15.34 38.10 5.73
136 H -18.69 39.71 6.73
137 H -20.12 38.97 7.59
138 H -19.74 39.14 4.54
139 H -21.06 39.71 5.51
140 H -20.72 37.96 5.31
141 C -17.24 33.05 5.46
142 C -18.27 31.96 5.79
143 N -17.99 30.60 5.30
144 C -19.22 29.80 5.41
145 C -20.38 30.20 4.47
146 C -16.94 29.85 6.01
147 C -16.45 28.67 5.16
148 H -16.33 32.45 5.36
149 H -17.12 33.81 6.22
150 H -17.42 33.41 4.45
151 H -18.67 31.89 6.81
152 H -19.11 32.32 5.19
153 H -19.01 28.77 5.15
154 H -19.55 29.81 6.46
155 H -21.10 30.68 5.14
156 H -20.15 30.94 3.70
157 H -20.78 29.31 4.00
158 H -17.26 29.55 7.02
159 H -16.06 30.40 6.39
160 H -15.41 28.36 5.18
161 H -16.61 28.97 4.12
162 H -17.17 27.92 5.45
163 C -13.32 24.40 17.27
164 C -13.64 25.55 16.30
165 N -13.34 25.17 14.90
166 C -13.49 26.39 14.10
167 C -12.26 27.31 14.04
168 C -14.28 24.13 14.54
169 C -14.16 23.46 13.21
170 H -14.09 23.62 17.26
171 H -13.42 24.72 18.31
172 H -12.32 24.06 17.00
173 H -14.65 25.95 16.50
174 H -13.09 26.40 16.72
175 H -14.38 27.00 14.32
176 H -13.75 26.11 13.07
177 H -12.27 27.82 15.01
178 H -12.35 28.07 13.27
179 H -11.29 26.84 13.88
180 H -14.11 23.26 15.18
181 H -15.35 24.32 14.74
182 H -13.15 23.06 13.13
183 H -14.77 22.56 13.22
184 H -14.41 24.10 12.36
185 C -19.55 28.80 12.60
186 C -19.72 29.93 13.68
187 N -18.44 30.57 14.03
188 C -18.62 31.98 14.45
189 C -19.34 32.87 13.45
190 C -17.64 29.81 14.95
191 C -16.28 29.47 14.32
192 H -18.50 28.73 12.34
193 H -20.22 29.12 11.81
194 H -19.96 27.97 13.18
195 H -20.48 30.56 13.22
196 H -20.06 29.45 14.60
197 H -18.94 32.09 15.50
198 H -17.56 32.23 14.59
199 H -18.97 32.66 12.45
200 H -20.39 32.57 13.43
201 H -19.23 33.93 13.64
202 H -18.12 28.88 15.23
203 H -17.40 30.29 15.91
204 H -15.56 29.07 15.04
205 H -15.88 30.31 13.75
206 H -16.28 28.58 13.67
207 C -10.73 26.18 10.44
208 C -11.02 24.76 10.83
209 N -9.80 23.99 11.04
210 C -8.94 23.89 9.88
211 C -7.60 24.62 10.14
212 C -10.03 22.68 11.64
213 C -10.24 22.70 13.15
214 H -10.28 26.21 9.44
215 H -10.07 26.67 11.17
216 H -11.65 26.76 10.47
217 H -11.64 24.70 11.73
218 H -11.66 24.36 10.02
219 H -8.71 22.86 9.62
220 H -9.30 24.39 8.98
221 H -7.07 24.91 9.23
222 H -7.76 25.49 10.77
223 H -6.92 23.94 10.66
224 H -9.14 22.08 11.46
225 H -10.79 22.08 11.12
226 H -10.68 23.62 13.54
227 H -9.27 22.65 13.65
228 H -10.82 21.84 13.48
229 C -16.89 23.13 2.69
230 C -16.05 22.79 3.90
231 N -16.01 23.83 4.93
232 C -15.36 25.09 4.57
233 C -13.87 24.81 4.26
234 C -17.34 24.04 5.56
235 C -17.16 23.75 7.05
236 H -16.79 22.50 1.82
237 H -16.78 24.18 2.41
238 H -17.92 23.34 3.01
239 H -16.38 21.86 4.37
240 H -15.02 22.55 3.61
241 H -15.83 25.48 3.66
242 H -15.35 25.78 5.41
243 H -13.40 24.36 5.14
244 H -13.69 24.22 3.36
245 H -13.34 25.74 4.05
246 H -18.06 23.29 5.21
247 H -17.78 25.03 5.47
248 H -16.78 24.61 7.60
249 H -16.71 22.77 7.23
250 H -18.13 23.72 7.56
251 C -10.78 31.46 11.51
252 C -10.38 32.93 11.38
253 N -9.76 33.53 12.42
254 O -10.70 33.56 10.39
255 H -9.83 30.95 11.31
256 H -11.56 31.25 10.78
257 H -11.16 31.17 12.49
258 H -9.62 34.52 12.25
259 H -9.27 33.19 13.22